1.
Entry from the OMol25 dataset: a cluster of 5 separate species, C2H15NO4 in total (ωB97M-V with the def2-TZVPD basis set).

CARTESIAN COORDINATES (ANGSTROEM)
H -1.28108 -1.22523 -1.69839
H -1.41237 -1.69777 0.88180
N 0.64688 -1.38317 0.37002
H -1.95228 -2.70234 -1.41528
H 1.35792 -1.97012 0.84841
O -0.11630 2.66592 -1.39861
H 2.79890 -0.30561 -1.17351
H -0.60195 0.89456 2.89623
H -0.28051 -3.12441 0.53815
H 0.19305 1.50230 1.88805
O -0.57406 3.15589 1.32990
H 1.38953 -0.46230 -0.81681
H -0.37355 3.11908 0.38047
H -0.93605 2.53026 -1.82354
C -1.03573 -2.15248 -1.18139
H -0.05553 3.78045 1.88519
C -0.57013 -2.07365 0.24085
H 0.48441 2.04451 -1.78349
H 0.50773 -0.56674 0.92257
H -0.36577 -2.63346 -1.76460
O 1.93944 -0.13337 -1.61231
O 0.23747 0.73768 2.48629

Summary:
**Frontier orbital gap**: 10.2081 eV
**Total charge**: 0
**Highest occupied orbital energy**: -0.3495 Eh
**SMILES string**: CCN.O.O.O.O
**Energy above the lowest of the compared OMol25 structures with the same formula, charge and spin**: 23.3 kcal/mol

=====

2.
Entry from the OMol25 dataset: a cluster of 5 separate species, C2H15NO4 in total (ωB97M-V with the def2-TZVPD basis set).

CARTESIAN COORDINATES (ANGSTROEM)
O 1.02702 -2.72595 -1.40043
H 0.64567 0.51974 -3.24282
H 0.59497 1.16360 1.89057
H -3.24913 0.80588 3.07573
O -1.39366 -0.04866 -1.05066
H 1.93489 2.34696 0.26118
H 0.76816 -1.46985 0.72826
H -0.87050 -0.36858 -0.22437
C 1.15896 0.44685 1.27469
N 0.21853 -0.65883 1.04533
O -3.68680 1.22396 2.37371
H 0.43130 -3.14716 -2.05711
H 0.66963 1.28760 -0.63038
C 1.56712 1.29071 -0.03108
H 2.47487 0.76127 -0.46540
H -3.47920 2.13453 2.62420
H 0.04232 -0.22058 -1.99803
O 0.75720 -0.27429 -2.71060
H 2.00123 0.20712 1.93808
H 1.14258 -1.84750 -2.00983
H -2.25655 -0.58937 -1.16730
H -0.49861 -0.83745 1.77625

Summary:
**Frontier orbital gap**: 10.2538 eV
**Total charge**: 0
**Highest occupied orbital energy**: -0.3589 Eh
**SMILES string**: CCN.O.O.O.O
**Energy above the lowest of the compared OMol25 structures with the same formula, charge and spin**: 31.9 kcal/mol

=====

3.
Entry from the OMol25 dataset: a cluster of 6 separate species, C2H15NO5 in total (ωB97M-V with the def2-TZVPD basis set).

CARTESIAN COORDINATES (ANGSTROEM)
H 0.16378 1.65941 3.08986
H -0.69555 -2.78996 -0.30353
O -1.91083 -0.61548 1.89730
H -2.26876 -1.33413 2.44893
H 1.99108 -0.18621 -0.19576
H -0.18777 -0.42224 1.55912
C 0.14868 1.53731 1.97827
H 0.22040 0.21766 -0.54449
O 1.15902 -1.79239 -2.43847
O -2.55308 1.22753 0.20612
N 0.63153 0.27539 1.52032
H 0.82212 2.22661 1.39186
H -3.24706 1.74241 0.58370
C 1.12795 0.33244 0.12793
H 0.39229 -2.16562 -1.37236
H -0.87588 1.71049 1.65252
H 1.67193 -0.55845 -2.61957
H 1.45492 -2.43111 -3.13114
O -0.20080 -2.01951 -0.46188
H -2.33677 0.44216 0.78497
O 1.88629 0.56595 -2.68618
H 1.30513 1.46161 -0.09377
H 1.30137 0.91615 -3.39373

Summary:
**Frontier orbital gap**: 3.6375 eV
**Total charge**: 0
**Highest occupied orbital energy**: -0.3378 Eh
**Energy above the lowest of the compared OMol25 structures with the same formula, charge and spin**: 219.0 kcal/mol

=====

4.
Entry from the OMol25 dataset: a cluster of 6 separate species, C2H16NO4 in total (ωB97M-V with the def2-TZVPD basis set).

CARTESIAN COORDINATES (ANGSTROEM)
H -1.55776 -0.30608 1.82816
H -3.84277 -1.00263 -0.94357
H -0.29746 -1.65680 0.43880
H 0.45043 0.03816 -2.77783
H -1.56866 0.99610 0.65595
H -2.38093 -0.51414 -0.89085
H -2.31673 1.83233 -1.25121
O -3.26737 -0.34266 -0.56275
H 3.10256 0.93655 -0.92389
H 2.52463 -2.21007 0.36650
H 1.27202 0.30583 -1.53408
O 0.31597 0.42315 -1.89721
O 1.93888 -1.45842 0.51931
O 2.25157 0.72265 -0.50673
H 0.96956 0.22296 2.10847
C -0.90530 0.25071 1.15511
H 2.25024 -0.62099 0.05922
H 0.32249 -0.31218 -0.29344
H 0.06093 1.65590 2.52608
N -0.51782 -0.69049 0.15101
C 0.32789 1.01254 1.69172
H 0.89860 1.55218 0.94487
H -1.79225 1.61877 -0.74748

Summary:
**Frontier orbital gap**: 4.9597 eV
**Total charge**: +1
**Highest occupied orbital energy**: -0.5476 Eh
**Energy above the lowest of the compared OMol25 structures with the same formula, charge and spin**: 231.6 kcal/mol

=====

5.
Entry from the OMol25 dataset: a cluster of 5 separate species, C2H16NO5 in total (ωB97M-V with the def2-TZVPD basis set).

CARTESIAN COORDINATES (ANGSTROEM)
H -1.39658 1.13365 -2.80989
H -1.93292 -0.29857 -3.22912
H 3.02599 -0.18985 0.62467
H 2.00014 1.81577 0.56091
C 1.30934 -0.88598 -0.45850
N -0.15524 -0.90520 -0.19752
O -0.82749 -3.15155 1.94854
H -3.25606 0.42949 1.10660
H 0.79647 3.55806 -0.53258
O 1.39121 2.86398 -0.89123
H 2.04360 3.33384 -1.46892
O 1.53510 1.09355 1.15417
H -0.47307 0.11768 -0.18658
H -0.59720 -1.10518 -1.00856
H -0.43854 -1.50492 0.55475
O -1.65531 0.26630 -2.51786
H 1.58708 -0.80118 1.71053
H 1.68523 -1.90542 -0.61803
O -2.65172 0.73340 0.43203
H -1.19562 -4.08136 1.88626
H 1.53191 -0.54020 -1.40513
C 1.91554 -0.22821 0.81590
H -3.10589 1.55425 0.11936
H -0.87149 -2.93992 2.92873

Summary:
**Frontier orbital gap**: 10.9049 eV
**Total charge**: +1
**Highest occupied orbital energy**: -0.4990 Eh
**Energy above the lowest of the compared OMol25 structures with the same formula, charge and spin**: 22.4 kcal/mol

=====

6.
Entry from the OMol25 dataset: a cluster of 6 separate species, C2H16NO5 in total (ωB97M-V with the def2-TZVPD basis set).

CARTESIAN COORDINATES (ANGSTROEM)
O 3.43607 0.79676 -0.09644
H -0.98282 2.78700 3.28509
H -2.33755 2.71671 2.59338
C 0.77163 -1.99132 0.47130
H -3.07895 -1.37214 1.61381
O 0.95127 -1.74038 -2.62745
H 1.15676 -0.95614 -3.15089
H -0.67786 0.45662 0.75197
H -0.19382 2.92559 -0.58990
O 0.19510 2.17806 -1.06524
C 0.62069 -0.77556 0.01855
H 4.33688 0.57610 -0.35706
H -0.07107 -2.65974 0.61778
H 0.99050 -2.44038 -3.29068
N -0.78580 -0.21841 -0.00626
H 1.70529 -2.51183 0.54894
H -0.99333 0.24509 -0.88549
H 1.28033 -0.00857 -0.35115
H -3.95945 -1.81343 0.38681
H 3.49348 1.60864 0.41193
O -3.05878 -1.71335 0.71302
O -1.46862 2.30399 2.60686
H -1.47209 -0.89400 0.37434
H 0.14215 2.50070 -1.97321

Summary:
**Frontier orbital gap**: 10.9935 eV
**Total charge**: +1
**Highest occupied orbital energy**: -0.5056 Eh
**Energy above the lowest of the compared OMol25 structures with the same formula, charge and spin**: 24.7 kcal/mol

=====

7.
Entry from the OMol25 dataset: a cluster of 6 separate species, C2H16O5 in total (ωB97M-V with the def2-TZVPD basis set).

CARTESIAN COORDINATES (ANGSTROEM)
O 1.57984 -3.42622 0.60739
H -0.89253 -0.07864 -0.62933
H 1.94141 -1.52750 -2.47238
H 0.20663 1.59384 -0.89317
H 1.92307 -2.74105 0.02589
H 1.52099 -0.15320 -1.64423
H -0.04497 -1.03939 2.15092
O -0.97317 2.63745 -0.41301
H 1.45507 2.15965 -1.76803
H 0.07610 0.63396 1.67455
H -2.45872 0.86722 1.12876
O 1.14895 1.43861 -1.22974
C 0.10496 -0.41096 1.30200
H -1.19646 2.47348 0.54534
H -1.82510 -1.00333 0.47376
H -0.41244 3.37446 -0.42714
O 1.73879 -1.16267 -1.59897
H -3.74678 1.51571 1.54914
H 1.18844 -0.63953 0.99652
O -2.77627 1.61165 1.58769
C -0.85007 -0.94064 0.07513
H -0.63040 -1.88845 -0.46921
H 1.62124 -4.22811 -0.13101

Summary:
**Frontier orbital gap**: 11.0939 eV
**Total charge**: 0
**Highest occupied orbital energy**: -0.3915 Eh
**SMILES string**: CC.O.O.O.O.O
**Energy above the lowest of the compared OMol25 structures with the same formula, charge and spin**: 28.1 kcal/mol

=====

8.
Entry from the OMol25 dataset: a cluster of 6 separate species, C2H16O5S in total (ωB97M-V with the def2-TZVPD basis set).

CARTESIAN COORDINATES (ANGSTROEM)
H -1.05738 1.04330 -2.06021
O 1.52088 0.00737 -1.47202
H -0.08514 -1.43707 -2.18902
H 0.80739 0.52341 -1.04484
O -0.93272 -2.19952 1.42037
H 0.59327 0.62055 3.35926
H 1.46521 1.50481 2.51214
H -0.71804 -1.37583 0.96838
H 2.04540 -0.20120 -0.68154
H -0.30693 -2.59807 -3.17562
H 3.57836 0.09313 1.73551
C -2.24264 0.31304 0.13785
H -3.06997 0.99627 -0.00038
O -0.75305 -2.04371 -2.52925
H -1.71328 2.58945 -1.43390
H -0.80082 -2.86624 0.73247
S -0.50520 1.44960 0.49421
O 3.09835 -0.42013 1.07175
H 0.10530 2.45038 -1.57142
H -1.81920 -0.21385 -0.71786
C -0.84945 1.94737 -1.49377
H -2.28566 -0.26970 1.03048
H 2.41806 -0.83076 1.62435
O 1.50726 0.91739 3.28304

Summary:
**Frontier orbital gap**: 9.6757 eV
**Total charge**: 0
**Highest occupied orbital energy**: -0.3527 Eh
**SMILES string**: CSC.O.O.O.O.O
**Energy above the lowest of the compared OMol25 structures with the same formula, charge and spin**: 46.6 kcal/mol